DFT (the ωB97M-V functional and the def2-TZVPD basis) results for C4H19BrMnNO5 as an isolated structure at a distorted geometry.

Atoms and positions in Å:
H -0.96922 -1.51941 -2.23869
H 0.24844 0.55296 4.35570
C -2.38874 -0.12383 -1.51304
H -0.31313 1.05239 -3.05928
C 0.05366 0.43191 -2.24164
H 0.51720 -1.39857 -0.51371
H 2.43240 0.12084 1.04353
H 0.38994 -1.72822 3.38931
O 0.78815 -1.38175 2.58472
O 0.24347 1.08965 3.55835
O 1.21925 -0.36053 -2.60629
H -0.86777 -1.97854 -0.35464
C -0.95265 -0.59706 -1.65492
H -2.89229 0.00812 2.22930
H 3.15284 0.35417 -1.98805
H -2.47817 0.91306 -1.18967
N -0.42741 -1.06153 -0.33356
O 1.68481 0.61119 0.68667
H 2.21507 1.44379 -3.09981
H 2.02374 1.50231 0.53691
O -2.07567 -0.50322 2.27573
C 2.41608 0.41648 -2.78872
H -2.82876 -0.05012 -2.51044
H 2.92621 0.06711 -3.68951
Br -1.32971 2.57517 0.72937
H -2.99655 -0.79410 -0.90723
Mn -0.21599 0.31256 1.56641
H 1.70172 -1.68258 2.61821
H -2.31104 -1.30737 2.74869
H 0.63655 1.92816 3.82297
H 0.39756 1.10695 -1.45668

- E_HOMO (spin up / spin down) (eV) = -11.6 / -11.6
- relative energy (zero: lowest compared OMol25 entry of this formula, charge and spin) (eV) = 0.641
- multiplicity = 6
- total charge = +1

=====

DFT (the ωB97M-V functional and the def2-TZVPD basis) results for one molecule with the formula C8H16Si at a distorted geometry.

Atoms and positions in Å:
C 0.87427 -1.44437 1.04023
H -0.85803 1.38755 1.54607
H 0.30054 -2.18969 1.48876
H -2.89935 -2.10840 -0.52658
H 1.20386 -1.35829 -1.44728
C 1.62357 1.19624 -0.59837
H 1.15450 -0.78948 1.77045
H -0.42263 1.14537 -0.94237
H 0.05945 2.58966 0.58811
Si -2.10110 -0.98685 0.33592
C 0.20285 -1.36485 -1.36173
C -0.02897 1.65081 0.99535
H -2.06721 -1.41202 1.86042
H 0.72978 1.42857 1.77515
H 1.84537 -1.86089 0.55922
C -2.88880 0.55674 -0.30068
H 1.85718 0.73790 -1.54384
H -0.24824 -0.67307 -2.01411
H 2.38286 0.79804 0.04156
H -0.32701 -2.32292 -1.68592
H 1.73694 2.21870 -0.72609
H -4.07926 2.44731 -0.65266
C -3.50968 1.56948 -0.57971
C 0.21028 0.73088 -0.24368
C -0.06789 -0.76656 0.02902

- E_HOMO (spin up / spin down) (eV) = -4.2 / -9.3
- relative energy (zero: lowest compared OMol25 entry of this formula, charge and spin) (eV) = 4.168
- multiplicity = 3

=====

DFT (the ωB97M-V functional and the def2-TZVPD basis) results for a 2-piece molecular cluster, C18H10F5N2O4S2 overall at a distorted geometry.

Atoms and positions in Å:
C 3.09398 -1.09667 -0.83445
F 1.25729 -1.65149 8.97733
C -2.60553 0.24772 -1.79454
H -3.07073 1.18260 -2.16205
H -1.10171 -3.07063 -0.41430
C -0.76364 -0.95545 -0.73109
C -0.88180 -0.47454 3.50560
F 3.37224 -1.90060 0.21743
H -4.28007 0.95880 2.36908
C -2.19650 0.63336 1.83325
H -2.23075 1.14976 0.86368
S 1.77498 0.14919 -0.26990
C -3.44878 -0.86394 -1.66125
C 0.40739 -0.94576 0.13773
F 2.65176 -1.84840 -1.87210
C -1.02620 -0.02709 2.21059
O 1.48973 1.09145 -1.33122
C -4.88570 -0.71777 -1.86669
H -0.13221 -0.16413 1.55238
F -0.56276 -1.97537 7.65221
H -3.48113 -2.99810 -1.24496
H 1.23581 -2.80984 7.23654
C -1.84100 -0.18247 4.47940
H -0.59729 0.94232 -1.81409
C 0.82800 -1.89288 7.68074
O 1.53844 -1.03028 3.65214
C -1.56260 -2.13753 -0.76844
N 0.21948 -0.46856 5.49646
C -1.25511 0.15462 -1.46939
O -1.50837 0.52128 6.80446
S 1.53228 -0.48255 6.64090
C 0.46624 -0.73007 4.14519
C -1.11081 -0.00852 5.77967
O 2.23188 0.59102 1.03469
C -3.29406 0.65352 2.74269
C -2.86638 -2.08629 -1.24327
C -3.09229 0.31848 4.10630
N -6.04725 -0.54182 -1.84458
H -3.84191 0.43889 4.89324
H 0.67725 -1.87084 0.68340
F 4.21881 -0.46757 -1.21786

- E_HOMO (eV) = -4.0
- relative energy (zero: lowest compared OMol25 entry of this formula, charge and spin) (eV) = 0.000
- multiplicity = 1
- total charge = -1

=====

DFT (the ωB97M-V functional and the def2-TZVPD basis) results for C31H66NO20Zn as an isolated structure at a distorted geometry.

Atoms and positions in Å:
H 15.06401 17.95936 -14.60636
C 15.97886 24.69249 -10.61637
H 15.64002 19.13678 -23.64577
C 20.03488 13.48411 -11.21058
C 21.18499 29.35199 -12.97531
O 18.64150 12.50268 -24.05839
H 21.93094 14.69219 -10.96157
O 10.29954 16.94091 -23.35828
H 9.57853 17.22972 -13.97020
H 18.14075 12.18880 -26.05264
O 16.77576 23.75453 -10.06080
H 18.12806 12.77693 -13.26726
H 20.25236 31.50641 -11.93335
H 17.44758 12.28021 -20.73718
H 21.15304 30.01118 -13.84280
H 8.47661 15.91961 -13.90074
H 15.43270 20.70040 -23.17244
H 21.63381 31.68279 -10.76908
H 11.99762 19.51206 -6.00876
N 7.15140 18.07076 -15.91586
O 21.95345 27.08435 -12.43317
H 12.46794 19.05616 -24.89093
C 20.85442 14.76492 -11.11620
H 9.48797 16.08009 -15.31820
O 18.64051 13.64561 -11.39807
H 10.13429 23.17424 -9.41991
H 13.63966 17.94616 -15.62827
C 11.05845 17.11499 -22.09547
H 10.15826 17.20710 -21.48778
C 21.02462 24.41634 -13.62649
H 20.39432 23.56981 -13.89892
H 13.04768 19.72452 -26.41667
C 12.62713 19.99171 -6.75828
O 16.54340 12.54575 -23.19674
H 20.93162 17.39895 -11.71434
C 18.07150 13.72412 -12.73084
H 23.17658 15.75390 -12.85676
H 21.01554 17.20452 -13.42446
H 15.24614 17.98450 -16.25461
H 17.48481 21.82128 -10.55259
C 10.02011 22.28054 -10.03340
O 11.57144 22.46694 -7.68457
O 15.14843 24.56068 -11.56058
H 16.08780 27.15117 -11.52440
H 17.37875 11.03050 -24.95823
O 11.96946 20.28963 -7.97836
H 20.56875 15.38795 -10.26865
C 23.37987 17.99250 -10.42848
C 10.98694 16.16803 -24.26506
O 13.05723 18.42349 -22.70512
Zn 13.53008 24.37908 -15.58988
H 23.10272 25.90248 -14.47430
C 13.34062 19.46658 -25.39895
H 14.75446 18.83186 -21.63040
H 11.22572 19.30826 -22.33213
O 21.71060 29.98140 -11.81985
C 22.89614 16.70469 -12.40347
H 18.29288 14.57221 -13.37877
C 14.83612 19.86512 -23.53917
C 17.73201 12.82652 -23.16117
H 23.59904 18.85930 -11.05194
H 21.85242 27.86436 -14.37741
H 20.09822 13.06854 -10.20491
C 22.97828 26.07194 -12.33417
C 16.57238 22.39598 -10.39359
O 16.23840 25.83754 -10.00993
H 20.12644 29.09477 -13.01302
H 13.18338 20.87967 -6.45797
H 17.04225 14.11708 -20.87301
C 14.04460 19.32240 -22.29642
O 13.28259 20.36375 -15.44125
H 13.59714 20.17736 -21.78954
H 17.01143 13.68282 -12.48055
H 20.67978 24.48573 -12.59481
H 23.89576 26.64839 -12.21579
C 18.27512 11.62689 -25.12836
H 23.16254 28.44058 -13.49510
O 20.73122 15.47009 -12.41161
H 14.60917 26.96238 -10.45298
C 21.31503 31.34269 -11.75438
C 11.81535 18.48609 -21.92657
H 15.92383 27.90003 -9.80161
H 20.58043 25.28069 -14.12015
H 18.57506 13.55071 -20.19778
H 24.01377 17.98424 -9.54179
C 15.68795 27.10710 -10.51134
O 18.31492 13.35313 -22.13679
H 21.81574 32.04189 -12.42410
H 22.91773 25.49580 -11.41086
C 23.17323 25.24446 -13.60821
H 16.17567 21.95178 -9.48068
H 13.37010 19.24913 -7.04929
H 19.15745 11.00252 -25.26902
O 10.88907 21.26213 -9.48489
H 22.32419 18.12301 -10.19055
H 24.17203 24.82237 -13.71935
C 14.41902 19.88887 -15.61832
H 10.53926 16.29026 -25.25133
C 8.90179 16.64555 -14.59380
C 22.12379 28.13996 -13.35833
O 14.16970 20.38080 -24.63998
H 10.05816 22.49414 -11.10160
H 11.91294 18.74947 -20.87339
H 10.75491 15.16610 -23.90396
C 7.92057 17.49423 -15.26919
C 17.77289 13.30852 -20.89488
C 11.50164 21.44774 -8.30372
H 20.40774 12.76983 -11.94467
O 23.48883 16.76509 -11.05764
H 11.66832 16.27851 -21.75421
H 8.96993 22.04080 -9.86682
O 22.32917 24.10935 -13.74805
H 23.27316 17.52322 -13.01664
C 14.61046 18.42028 -15.48385
H 13.95554 18.57924 -25.54933
O 15.27005 20.66955 -16.11423
H 15.80096 22.21428 -11.14193
C 21.32957 16.74274 -12.48838
H 12.01942 16.51645 -24.23907

- E_HOMO (eV) = -10.7
- multiplicity = 1
- total charge = +1

=====

DFT (the ωB97M-V functional and the def2-TZVPD basis) results for a 11-piece molecular cluster, C20H46BCl20N3O5PS overall.

Atoms and positions in Å:
Cl -5.69298 3.20130 -7.35222
Cl 2.23202 2.62196 4.75559
H 1.63961 -0.85644 -0.43085
H 1.30935 -0.86890 4.24479
O 1.94349 -3.65780 3.84704
H -3.48949 -1.80105 -8.66869
H -1.55520 7.83972 -5.01078
H -0.64711 -2.41844 2.55759
Cl -3.66906 8.84862 -5.13960
O -2.67317 -3.16734 5.09257
P 1.82701 -1.12245 1.91230
O -3.66475 -2.52868 2.92690
H -2.83768 6.82054 -4.30583
H -2.13188 -0.48940 2.86417
H 3.64210 0.06029 4.48693
H 5.32004 -0.49720 4.54770
H -5.16826 2.23333 -5.28105
C -0.35883 -1.31113 0.17340
C 1.15370 3.55930 -5.68957
H 2.93225 -2.89816 0.73394
H -1.28752 -0.87227 0.55273
C 0.33704 -0.41633 -3.84391
H -3.76835 2.28192 -6.39183
C 0.71295 -0.86480 3.32589
H 4.76186 -2.88942 2.35284
N -0.37465 -2.40236 -0.47536
H -1.23542 3.79002 0.48296
H -1.61073 -0.27656 4.56425
C -3.98166 -0.87875 -8.38534
H 1.86863 -4.52228 4.26215
Cl 0.10080 3.46566 -7.10384
H -0.26129 -0.86658 -3.06085
C 2.79648 -3.77338 2.70923
C -2.44268 7.82538 -4.38967
Cl -5.37850 -1.27052 -7.37935
O 2.83593 1.47613 1.78364
H -0.30307 -2.50275 4.26746
C -0.50433 -1.80392 3.45324
C -4.61926 2.82634 -6.00252
H 5.86187 -2.36845 -2.76068
Cl -5.12247 -0.33008 -4.01142
H -4.32662 -2.50515 -3.64555
C 1.66666 2.49908 6.43671
C -6.59789 -1.34326 2.00199
Cl -1.27604 2.50121 -1.47182
B 3.27491 0.21578 2.12846
H 0.84588 0.47794 0.42817
Cl 1.51285 0.67594 -3.08029
Cl -8.24238 -1.98119 1.95187
C 5.64931 0.61054 1.86070
H 2.70163 -4.79009 2.30666
C 2.25419 -2.86302 1.59714
H 0.88566 -1.17141 -4.39455
O -4.06668 -1.20570 5.00825
Cl -1.99934 8.38451 -2.76994
Cl 5.78887 -0.02704 -2.89170
H 4.36070 -3.86618 5.08906
N 4.59025 -0.11652 2.58818
H 5.51420 0.50440 0.78461
H 6.61841 0.18483 2.13706
H -4.32405 -0.33347 -9.25647
H -5.42642 -1.95628 -2.34386
Cl -5.78538 -1.46819 0.43003
Cl 1.65603 0.82275 6.98804
H 4.93929 1.23252 4.21066
C 0.96084 -0.61006 0.39417
Cl 4.27204 -1.84190 -1.11271
C 5.08141 -1.62066 -2.69248
H 1.16627 2.58786 -5.21215
H -6.64231 -0.29556 2.27396
Cl -3.20901 -1.23520 -2.00903
Cl 2.81631 3.99336 -6.10670
C -4.61281 -1.68015 -3.00411
H 4.80277 -4.54128 2.94390
H -6.02176 -1.91316 2.71850
C 4.64040 0.19310 4.04341
H 1.31831 -3.30204 1.22337
Cl -1.59678 1.61715 1.31493
S -3.20180 -1.98316 4.17439
H 5.65333 1.68216 2.10274
N 4.59208 -3.13751 4.42298
H 2.24741 1.88752 2.43211
H 4.32911 -1.76040 -3.45895
C 4.30171 -3.57571 3.06931
H -2.87589 3.17663 0.11800
H 0.65834 2.89116 6.48613
H 4.02712 -2.34063 4.68490
H 0.76054 4.31634 -5.02115
C -1.81867 2.94251 0.14441
H 2.34655 3.07278 7.05452
H -2.14115 -3.79402 4.58068
Cl -4.02815 4.28027 -5.18086
Cl -0.72681 0.43924 -4.95782
H -1.32694 -2.76144 -0.55713
C -1.76675 -1.00049 3.76172
H 0.35518 0.16857 3.19630
Cl -2.79994 0.11833 -7.51938

- E_HOMO (eV) = -12.1
- multiplicity = 1
- total charge = +1

=====

DFT (the ωB97M-V functional and the def2-TZVPD basis) results for C28H27IrN5O4 as an isolated structure at a distorted geometry.

Atoms and positions in Å:
N 0.28837 0.76662 0.05578
H 0.34177 -5.98308 -1.46582
H -0.58613 -1.22038 -1.17522
C 0.68767 0.36882 3.08698
H 2.69327 -1.95388 5.42258
N 0.78347 -5.10528 -1.21472
H -1.04863 5.19382 -0.21362
O 3.33707 -1.49778 -0.74912
C -2.66183 1.39282 -0.69292
H 2.79707 -2.28818 3.00438
Ir 1.60787 -1.05138 0.42788
C 0.91367 3.12402 -2.71342
N -0.06693 1.26932 2.33778
O 4.48217 -3.07668 -1.85172
C 1.36557 -0.28188 5.30748
C -3.77403 1.43762 -1.50192
H -2.24793 0.44402 -0.39062
C -0.42233 -0.93588 -2.21732
H -0.64133 1.86202 2.93308
C 0.02157 0.48412 -2.35902
C -2.68223 3.83232 -0.52482
H -1.33953 -1.09878 -2.77892
H -2.61653 5.95152 -0.46452
C 3.50687 -2.63208 -1.27432
C -2.11283 2.57842 -0.18882
H -0.17393 0.46192 -4.48342
H 1.15437 3.17122 -0.59692
H 1.29187 4.12302 -2.85732
C 0.37007 1.27982 -1.24372
H 1.34667 -0.13938 6.37778
C 0.09647 1.05392 -3.62312
C 2.03037 -4.77488 -1.67412
C -0.11503 1.71212 5.11408
C 2.13417 -1.30338 4.76888
H 0.34247 2.66792 4.85128
C 0.52487 2.35612 -3.80982
H 4.36197 -4.63588 -2.54872
H -4.25963 4.78452 -1.59762
H -4.23053 0.52512 -1.84722
H 0.33837 -1.58388 -2.65112
C -0.97793 -4.11868 0.25388
H -5.22873 2.70212 -2.45382
H -0.07743 1.63272 6.19818
O 3.98497 -5.49588 -2.88192
H 0.58267 2.76782 -4.80312
C 1.45197 -0.67648 2.52038
C 2.18117 -1.48648 3.39088
C 2.76397 -5.76588 -2.54322
C 0.83037 2.59372 -1.44862
H -2.26523 5.18752 1.07608
H -1.80113 -4.03768 -0.45652
C -3.80203 3.84062 -1.34282
C 0.63677 0.57112 4.49488
N 1.22637 -3.13788 -0.38532
N -1.08813 2.54432 0.74318
O 2.15547 -6.75898 -2.85102
H -1.03053 3.36342 1.33598
C 0.32587 -4.11238 -0.43842
C -2.11323 5.10802 -0.00212
H -1.16873 1.72242 4.83018
H -1.02563 -3.28398 0.95078
C -4.34853 2.66662 -1.83242
C 2.29847 -3.53378 -1.14402
C -0.24133 1.48552 1.01858
H -1.10813 -5.05608 0.79238

- E_HOMO (spin up / spin down) (eV) = -14.3 / -14.2
- relative energy (zero: lowest compared OMol25 entry of this formula, charge and spin) (eV) = 1.329
- multiplicity = 2
- total charge = +2

=====

What is the multiplicity in the fifth record?
1

=====

Among the records above, which one has the highest multiplicity?
C4H19BrMnNO5

=====

Please write out number 3 again, unchanged.
DFT (the ωB97M-V functional and the def2-TZVPD basis) results for a 2-piece molecular cluster, C18H10F5N2O4S2 overall at a distorted geometry.

Atoms and positions in Å:
C 3.09398 -1.09667 -0.83445
F 1.25729 -1.65149 8.97733
C -2.60553 0.24772 -1.79454
H -3.07073 1.18260 -2.16205
H -1.10171 -3.07063 -0.41430
C -0.76364 -0.95545 -0.73109
C -0.88180 -0.47454 3.50560
F 3.37224 -1.90060 0.21743
H -4.28007 0.95880 2.36908
C -2.19650 0.63336 1.83325
H -2.23075 1.14976 0.86368
S 1.77498 0.14919 -0.26990
C -3.44878 -0.86394 -1.66125
C 0.40739 -0.94576 0.13773
F 2.65176 -1.84840 -1.87210
C -1.02620 -0.02709 2.21059
O 1.48973 1.09145 -1.33122
C -4.88570 -0.71777 -1.86669
H -0.13221 -0.16413 1.55238
F -0.56276 -1.97537 7.65221
H -3.48113 -2.99810 -1.24496
H 1.23581 -2.80984 7.23654
C -1.84100 -0.18247 4.47940
H -0.59729 0.94232 -1.81409
C 0.82800 -1.89288 7.68074
O 1.53844 -1.03028 3.65214
C -1.56260 -2.13753 -0.76844
N 0.21948 -0.46856 5.49646
C -1.25511 0.15462 -1.46939
O -1.50837 0.52128 6.80446
S 1.53228 -0.48255 6.64090
C 0.46624 -0.73007 4.14519
C -1.11081 -0.00852 5.77967
O 2.23188 0.59102 1.03469
C -3.29406 0.65352 2.74269
C -2.86638 -2.08629 -1.24327
C -3.09229 0.31848 4.10630
N -6.04725 -0.54182 -1.84458
H -3.84191 0.43889 4.89324
H 0.67725 -1.87084 0.68340
F 4.21881 -0.46757 -1.21786

- E_HOMO (eV) = -4.0
- relative energy (zero: lowest compared OMol25 entry of this formula, charge and spin) (eV) = 0.000
- multiplicity = 1
- total charge = -1